{"formula": "C7H40NO13", "method": "ωB97M-V/def2-TZVPD", "total_charge": 1, "multiplicity": 1, "e_lumo_ev": -2.242, "e_tot_ev": -36011.29519, "de_lowest_ev": 0.0000, "homo_ev": -11.2, "gap_ha": 0.3280, "species": ["C", "C", "C", "C", "C", "C", "C", "N", "H", "H", "H", "H", "H", "H", "H", "H", "H", "H", "H", "H", "H", "H", "H", "H", "O", "H", "H", "O", "H", "H", "O", "H", "H", "O", "H", "H", "O", "H", "H", "O", "H", "H", "O", "H", "H", "O", "H", "H", "O", "H", "H", "O", "H", "H", "O", "H", "H", "O", "H", "H", "O"], "xyz": [[0.0140, -1.1091, -1.3269], [-0.5460, -0.3221, -0.1329], [0.5116, 0.5421, 0.4744], [0.8213, 1.7616, 0.0225], [0.1214, 2.4556, -1.1039], [0.5510, -0.4857, 2.7160], [1.1731, -0.0020, 1.6430], [-1.0374, -2.1224, -1.7483], [0.9666, -1.6135, -1.0860], [0.2368, -0.4315, -2.1475], [-0.9218, -1.0247, 0.6691], [-1.4208, 0.2766, -0.4081], [1.5956, 2.3007, 0.4682], [0.7812, 3.1616, -1.6179], [-0.3394, 1.7982, -1.8413], [-0.7190, 3.1058, -0.6897], [-0.4900, -0.5174, 2.8282], [1.0140, -0.8879, 3.6276], [2.2300, -0.0079, 1.6534], [-2.0188, -1.6370, -1.8234], [-0.7880, -2.5103, -2.6472], [-1.0978, -2.8721, -0.9808], [-4.1695, 1.8731, -0.4478], [-3.0931, 1.3372, 0.4254], [-3.4032, 1.3034, -0.4751], [-3.6347, -0.4204, -0.8161], [-3.3228, -1.5722, 0.0208], [-3.4654, -1.3317, -0.9285], [-2.4460, 0.5770, -3.8505], [-2.2991, 0.7667, -2.2995], [-1.8422, 0.4129, -3.0619], [0.0760, 0.8175, -3.7577], [1.2635, 1.8175, -3.7628], [1.0651, 0.8977, -3.8699], [-0.0882, -3.2955, 0.7997], [-1.5912, -2.9036, 1.1270], [-0.9916, -3.4615, 0.5514], [1.7621, -2.7822, 1.9070], [2.0784, -2.1311, 0.5848], [1.5705, -2.8055, 1.0186], [2.8556, 2.1275, 1.9991], [2.7408, 2.5871, 3.4483], [2.2723, 2.5193, 2.6097], [0.6150, 2.2099, 2.7562], [-0.4908, 3.1869, 3.0991], [-0.3888, 2.2756, 2.9540], [-2.6195, -0.8170, 1.8946], [-3.4112, -2.0960, 2.2000], [-2.7557, -1.7171, 1.6288], [2.0923, -0.2828, -3.1273], [3.1785, -1.2180, -3.4373], [2.5662, -1.0244, -2.7414], [3.6897, 0.4645, 0.4208], [4.4413, 1.7356, 0.2958], [3.8961, 1.3048, 0.8764], [2.9776, -1.0552, -1.1326], [4.0641, -1.6184, -0.1914], [3.2514, -1.0986, -0.1629], [-1.5508, 1.3519, 2.2065], [-3.0517, 1.2728, 2.6772], [-2.4786, 0.9340, 2.0127]], "nbo_charge": [-0.209, -0.501, -0.072, -0.142, -0.666, -0.383, -0.203, -0.759, 0.218, 0.218, 0.245, 0.223, 0.211, 0.218, 0.210, 0.228, 0.175, 0.206, 0.210, 0.482, 0.412, 0.470, 0.490, 0.509, -0.995, 0.489, 0.495, -0.986, 0.501, 0.508, -0.993, 0.513, 0.490, -0.973, 0.508, 0.502, -0.992, 0.478, 0.498, -0.972, 0.508, 0.491, -0.973, 0.531, 0.479, -0.998, 0.519, 0.501, -0.979, 0.513, 0.490, -0.980, 0.504, 0.475, -0.980, 0.524, 0.497, -0.997, 0.544, 0.493, -1.027]}

{"formula": "C6H5IN2O", "method": "ωB97M-V/def2-TZVPD", "total_charge": 0, "multiplicity": 1, "e_lumo_ev": [-1.239, -1.342], "e_tot_ev": -19426.38180, "de_lowest_ev": 2.1329, "homo_ev": [-7.7, -9.1], "gap_ha": [0.2388, 0.2854], "species": ["C", "C", "C", "C", "C", "C", "N", "N", "O", "I", "H", "H", "H", "H", "H"], "xyz": [[0.3899, -2.7095, -0.1346], [-1.1013, 1.3474, -0.9958], [-0.5515, 0.0798, -1.1274], [-1.3128, 1.5638, 0.3412], [-0.3970, -0.4230, 0.1844], [-0.1182, -1.7386, 0.6200], [0.8362, -3.6073, -0.7301], [2.6925, -1.0897, 1.0079], [-0.9873, 0.4559, 1.0637], [2.6215, 0.5459, -0.0744], [-1.5148, 1.8684, -1.8316], [-0.3000, -0.2385, -2.1276], [-1.7619, 2.3800, 0.8460], [-0.4020, -1.8876, 1.5947], [3.5308, -1.6058, 0.8483]], "nbo_charge": [0.227, -0.319, -0.251, 0.139, 0.264, -0.301, -0.302, -0.711, -0.407, 0.400, 0.235, 0.247, 0.208, 0.246, 0.325]}

{"formula": "C27H25Br2N3O3RhS3", "method": "ωB97M-V/def2-TZVPD", "total_charge": 1, "multiplicity": 5, "e_lumo_ev": [-3.704, -5.607], "e_tot_ev": -214608.81730, "de_lowest_ev": 0.2014, "homo_ev": [-10.5, -10.5], "gap_ha": [0.2509, 0.1816], "species": ["Rh", "Br", "C", "C", "C", "Br", "C", "C", "C", "C", "N", "C", "C", "O", "H", "H", "H", "H", "O", "C", "C", "C", "C", "C", "S", "C", "C", "C", "C", "S", "C", "C", "C", "C", "S", "H", "H", "H", "H", "H", "H", "H", "H", "H", "C", "N", "C", "C", "O", "N", "C", "C", "H", "H", "H", "H", "H", "H", "H", "H", "H", "H", "H", "H"], "xyz": [[0.2138, -1.0270, -0.8843], [2.1120, -1.5309, 3.9613], [3.1038, -1.4555, 2.3963], [4.4866, -1.4165, 2.4346], [5.2144, -1.3494, 1.2609], [7.0731, -1.2777, 1.3884], [4.5852, -1.3330, -0.0352], [5.2755, -1.3077, -1.2589], [4.5648, -1.3076, -2.4313], [3.1701, -1.3240, -2.3796], [2.5012, -1.3483, -1.2403], [3.1909, -1.3552, -0.0859], [2.3925, -1.4079, 1.1435], [1.1590, -1.4115, 1.0783], [4.9954, -1.4346, 3.3883], [6.3568, -1.2937, -1.2650], [5.0668, -1.2967, -3.3883], [2.5808, -1.3118, -3.2881], [-1.7970, -0.7010, -0.7577], [-2.3935, -1.0746, 0.4647], [-3.8815, -1.3007, 0.2640], [-4.7307, -2.1422, 0.9091], [-6.0836, -2.0131, 0.4639], [-6.2179, -1.0750, -0.5064], [-4.7202, -0.3374, -0.8797], [-1.7382, -2.3564, 0.9350], [-1.5809, -2.9245, 2.1473], [-0.8196, -4.1430, 2.0964], [-0.4075, -4.4609, 0.8471], [-1.0018, -3.3248, -0.3050], [-2.1782, 0.0376, 1.4956], [-2.9483, 0.4379, 2.5389], [-2.3870, 1.5394, 3.2595], [-1.2114, 1.9653, 2.7307], [-0.7826, 1.0382, 1.3521], [-4.4109, -2.8449, 1.6684], [-6.9057, -2.6073, 0.8391], [-7.1162, -0.7887, -1.0331], [-1.9478, -2.4781, 3.0632], [-0.6014, -4.7489, 2.9670], [0.1531, -5.3251, 0.5253], [-3.8927, -0.0319, 2.7865], [-2.8527, 1.9981, 4.1219], [-0.5855, 2.7813, 3.0606], [1.5113, 4.1702, -2.4103], [1.4080, 2.8898, -1.7143], [2.6759, 2.1998, -1.5542], [0.2854, 2.1125, -1.8438], [0.3781, 0.8784, -2.0524], [-0.9038, 2.7122, -1.7071], [-1.0903, 3.9848, -1.0269], [-2.1313, 2.0311, -2.1081], [2.1077, 4.0518, -3.3202], [1.9932, 4.9148, -1.7757], [0.5308, 4.5372, -2.6984], [3.3917, 2.8916, -1.1116], [3.0755, 1.8471, -2.5114], [2.5547, 1.3470, -0.8918], [-0.1732, 4.2926, -0.5329], [-1.8649, 3.8541, -0.2703], [-1.4131, 4.7694, -1.7140], [-1.9047, 1.0534, -2.5120], [-2.6554, 2.6343, -2.8527], [-2.7786, 1.8978, -1.2409]], "mulliken_spin": [2.463, 0.053, 0.226, -0.099, 0.253, 0.054, -0.020, 0.049, -0.016, 0.005, 0.055, 0.050, 0.102, 0.362, 0.005, 0.008, 0.000, 0.002, 0.255, -0.001, -0.002, 0.004, 0.001, 0.000, -0.001, 0.015, -0.007, 0.043, -0.021, 0.078, 0.023, -0.002, 0.003, 0.000, 0.014, 0.000, 0.000, 0.000, 0.000, 0.002, -0.001, 0.000, 0.000, 0.000, 0.000, 0.007, -0.007, 0.001, 0.036, 0.008, 0.000, -0.009, 0.000, 0.000, 0.000, 0.000, 0.000, 0.004, 0.000, 0.000, 0.000, 0.003, 0.000, 0.001]}